(1)
{"formula": "CH5N2Si", "method": "ωB97M-V/def2-TZVPD", "symbols": ["H", "N", "H", "H", "H", "C", "Si", "N", "H"], "coordinates": [[-1.936, 1.186, 0.707], [0.882, -0.493, -0.869], [2.933, 1.025, 0.557], [-2.140, -0.676, 0.417], [-1.998, 0.372, -0.911], [-1.620, 0.324, 0.099], [2.279, -0.161, 0.060], [-0.324, 0.188, 0.486], [3.150, -1.294, 0.436]], "mulliken_charge": [0.286, -0.155, 0.051, 0.283, 0.312, -0.437, 0.758, -0.141, 0.042], "total_charge": 1, "max_force_ev_per_a": 4.04, "e_lumo_ev": [-7.64, -6.48], "spin_multiplicity": 1, "homo_ev": [-15.5, -16.0], "e_above_lowest_kj_mol": 668.1, "homo_lumo_gap_ev": [7.893, 9.495]}

***

(2)
{"formula": "C3H8FN2O", "method": "ωB97M-V/def2-TZVPD", "symbols": ["H", "O", "H", "H", "H", "C", "H", "H", "N", "C", "F", "H", "N", "C", "H"], "coordinates": [[1.209, -1.123, 1.843], [-0.158, -0.687, 0.105], [1.278, 1.570, 2.550], [-1.041, 0.887, -0.608], [-0.200, 0.857, 3.614], [-0.201, -0.169, -2.185], [-0.417, 0.230, -4.159], [0.394, -1.011, -2.410], [-0.559, 0.109, -0.958], [0.660, 0.661, 3.024], [-0.396, -1.373, 3.105], [0.495, -1.403, -0.268], [-0.542, 0.592, -3.161], [0.584, -0.609, 2.611], [-1.106, 1.468, -3.102]], "mulliken_charge": [0.215, -0.307, 0.242, 0.229, 0.309, 0.238, 0.285, 0.300, -0.094, -0.680, -0.238, 0.372, -0.326, 0.188, 0.267], "total_charge": 1, "max_force_ev_per_a": 4.61, "e_lumo_ev": -4.13, "spin_multiplicity": 1, "homo_ev": -12.5, "e_above_lowest_kj_mol": 351.3, "homo_lumo_gap_ev": 8.415}

***

(3)
{"formula": "C6H11N3OS", "method": "ωB97M-V/def2-TZVPD", "symbols": ["C", "H", "C", "H", "H", "C", "N", "N", "H", "H", "N", "H", "H", "C", "H", "H", "C", "H", "H", "S", "C", "O"], "coordinates": [[-0.855, -1.849, 0.866], [0.356, -1.553, -2.278], [0.747, -0.350, -0.138], [-3.609, 0.335, -0.821], [-2.930, -1.314, 0.749], [-0.409, 0.540, -0.441], [2.833, -0.192, 1.342], [2.221, 1.532, -0.055], [2.770, -1.155, 1.755], [-3.277, 1.686, 0.130], [-2.825, 0.995, -0.520], [-0.146, 1.378, -1.104], [1.462, 1.929, -0.768], [2.046, 0.359, 0.462], [-0.956, -2.712, 1.478], [2.971, 2.092, 0.031], [-1.925, -1.076, 0.586], [-2.431, 1.405, -1.337], [3.791, 0.174, 1.388], [1.472, -0.795, -1.835], [-1.659, 0.112, -0.161], [0.351, -1.542, 0.670]], "mulliken_charge": [-0.401, 0.239, 0.511, 0.451, 0.447, -0.805, -0.350, -0.199, 0.291, 0.364, -0.220, 0.267, 0.135, 0.384, 0.478, 0.194, -0.693, 0.382, 0.273, -0.054, 0.614, -0.309], "total_charge": 2, "max_force_ev_per_a": 5.93, "smiles": "NC(=[NH2+])[C@]1(S)C=C([NH3+])C=CO1", "e_lumo_ev": -7.26, "spin_multiplicity": 1, "homo_ev": -16.0, "e_above_lowest_kj_mol": 88.9, "homo_lumo_gap_ev": 8.746}

***

(4)
{"formula": "C4H6AgO2", "method": "ωB97M-V/def2-TZVPD", "symbols": ["O", "H", "C", "Ag", "O", "H", "C", "H", "H", "H", "C", "C", "H"], "coordinates": [[2.793, -0.426, 0.520], [0.560, 1.703, -0.017], [-1.828, 0.067, -0.075], [2.891, -0.056, -1.444], [-2.860, -0.845, -0.342], [-0.871, -0.012, -1.674], [0.638, 0.605, -0.113], [-2.732, -1.205, -1.225], [0.959, -0.977, 1.324], [1.578, 0.591, 1.857], [1.506, -0.073, 0.957], [-0.555, -0.069, -0.555], [-2.078, 0.697, 0.785]], "mulliken_charge": [-0.774, 0.261, -0.039, -0.120, -0.487, 0.044, -0.554, 0.304, 0.267, 0.160, 0.124, -0.548, 0.362], "total_charge": -1, "max_force_ev_per_a": 4.59, "e_lumo_ev": [3.43, 3.30], "spin_multiplicity": 1, "homo_ev": [-1.6, -2.0], "e_above_lowest_kj_mol": 199.8, "homo_lumo_gap_ev": [5.012, 5.308]}